Density functional theory data (ωB97M-V with the def2-TZVPD basis set) for 11 unconnected molecules or ions with the total composition C33H99O44P11 in a non-equilibrium geometry.

Last column: Mulliken charge in e.
CARTESIAN COORDINATES (ANGSTROEM)
P (-10.929, -15.299, 20.897)  0.76
P (-12.925, -11.736, 9.223)  -0.29
P (-10.976, -17.352, 7.679)  0.88
P (-15.941, -13.211, 16.510)  -0.45
P (-15.051, -19.779, 16.611)  0.55
P (-16.072, -15.964, 11.669)  0.46
P (-8.796, -10.800, 15.343)  0.51
P (-13.932, -8.053, 14.159)  0.96
P (-7.582, -18.649, 18.082)  0.62
P (-7.731, -22.291, 13.445)  0.90
P (-10.356, -16.046, 13.908)  0.44
O (-15.735, -14.821, 16.279)  0.57
O (-13.974, -8.566, 15.538)  -0.73
O (-8.957, -19.526, 18.048)  -0.27
O (-7.574, -17.814, 19.479)  -0.24
O (-10.961, -18.454, 6.539)  -0.41
O (-10.106, -16.074, 7.092)  -0.26
O (-12.077, -12.240, 7.845)  -0.18
O (-8.306, -22.883, 14.843)  -0.31
O (-17.450, -12.913, 16.782)  -0.34
O (-11.925, -15.711, 13.639)  0.64
O (-10.241, -16.294, 15.554)  0.81
O (-15.363, -7.640, 13.570)  -0.38
O (-6.359, -19.488, 17.912)  -0.77
O (-8.885, -9.480, 16.060)  -0.69
O (-9.984, -18.026, 8.688)  -0.33
O (-6.174, -22.120, 13.848)  -0.35
O (-14.423, -12.383, 9.217)  0.58
O (-13.012, -10.225, 9.401)  -0.71
O (-10.124, -11.681, 15.737)  0.15
O (-16.255, -14.346, 11.519)  -0.32
O (-13.037, -6.702, 13.874)  -0.42
O (-9.750, -15.006, 19.836)  -0.22
O (-7.708, -17.351, 17.046)  0.55
O (-12.302, -15.036, 20.383)  -0.57
O (-9.449, -14.999, 13.347)  -0.77
O (-15.311, -12.911, 17.981)  -0.41
O (-12.312, -16.916, 8.164)  -0.47
O (-15.344, -12.377, 15.500)  0.24
O (-7.660, -23.657, 12.540)  -0.36
O (-8.444, -21.158, 12.848)  -0.36
O (-13.400, -9.155, 13.085)  -0.04
O (-12.199, -12.423, 10.471)  0.35
O (-13.989, -20.636, 17.519)  -0.11
O (-8.901, -10.748, 13.678)  -0.40
O (-10.663, -16.768, 21.449)  -0.35
O (-10.513, -14.346, 22.179)  -0.41
O (-14.478, -16.071, 11.740)  0.96
O (-16.769, -16.523, 12.858)  -0.71
O (-14.103, -18.805, 15.695)  0.07
O (-7.525, -11.753, 15.737)  -0.43
O (-15.632, -20.830, 15.585)  -0.29
O (-16.426, -16.552, 10.181)  -0.39
O (-16.158, -19.029, 17.356)  -0.67
O (-10.153, -17.539, 13.322)  -0.47
C (-13.682, -17.213, 11.406)  -0.71
C (-9.155, -14.316, 22.504)  -0.49
C (-16.940, -20.803, 15.126)  -0.67
C (-14.663, -17.790, 14.887)  0.11
C (-9.278, -20.482, 17.029)  -0.48
C (-7.528, -13.166, 15.457)  0.02
C (-14.504, -21.382, 18.519)  -0.83
C (-15.554, -11.752, 8.699)  -1.05
C (-11.117, -17.157, 16.229)  -0.51
C (-9.305, -11.845, 12.808)  0.10
C (-12.019, -13.838, 10.502)  -0.39
C (-9.587, -17.175, 9.824)  -0.06
C (-14.167, -10.335, 12.755)  0.10
C (-7.204, -23.481, 11.197)  -0.72
C (-16.069, -13.419, 12.589)  0.32
C (-14.047, -13.243, 18.370)  -0.02
C (-11.407, -11.086, 15.884)  -0.42
C (-9.809, -19.047, 6.116)  -0.75
C (-12.573, -14.605, 14.273)  0.12
C (-9.558, -23.491, 14.933)  -0.62
C (-10.022, -14.476, 18.481)  0.24
C (-15.528, -7.245, 12.198)  -0.82
C (-11.727, -11.337, 6.847)  -0.81
C (-16.555, -15.721, 16.984)  -0.98
C (-7.630, -18.673, 20.611)  -0.82
C (-6.586, -16.629, 16.622)  -0.93
C (-18.499, -12.990, 15.769)  -0.50
C (-5.725, -21.249, 14.873)  -0.36
C (-16.139, -15.809, 9.020)  -0.29
C (-8.936, -18.197, 13.684)  -0.32
C (-10.544, -15.239, 6.050)  -0.65
C (-10.900, -17.762, 20.453)  -0.44
C (-11.697, -6.534, 14.371)  -0.42
H (-8.590, -16.744, 9.735)  0.39
H (-6.861, -16.315, 15.615)  0.23
H (-9.150, -19.037, 14.345)  0.03
H (-13.555, -11.181, 13.068)  -0.47
H (-9.943, -20.022, 16.298)  0.23
H (-10.198, -16.291, 10.008)  -0.23
H (-16.768, -21.133, 14.102)  0.24
H (-10.978, -13.995, 10.785)  0.33
H (-8.918, -14.229, 23.564)  0.28
H (-9.715, -20.050, 6.534)  0.29
H (-11.050, -6.590, 13.495)  0.25
H (-12.816, -17.344, 12.055)  -0.18
H (-15.387, -16.397, 8.495)  0.24
H (-11.712, -17.814, 15.594)  0.44
H (-10.385, -17.531, 19.521)  -0.10
H (-12.197, -14.529, 15.294)  -0.21
H (-7.160, -13.710, 16.327)  0.10
H (-11.904, -11.747, 5.853)  0.25
H (-15.091, -12.937, 12.560)  -0.18
H (-15.990, -16.335, 17.686)  0.30
H (-16.184, -14.028, 13.485)  -0.40
H (-14.255, -14.064, 19.056)  0.39
H (-8.432, -12.433, 12.524)  0.30
H (-9.639, -13.482, 18.250)  0.44
H (-15.656, -18.080, 14.543)  0.46
H (-8.776, -13.448, 21.965)  0.25
H (-7.844, -23.766, 10.362)  0.27
H (-17.112, -16.445, 16.389)  0.26
H (-13.207, -16.985, 10.451)  -0.03
H (-13.851, -21.272, 19.385)  0.21
H (-9.543, -24.557, 15.159)  0.26
H (-8.507, -21.064, 16.526)  0.29
H (-11.979, -17.885, 20.354)  0.45
H (-6.860, -13.450, 14.644)  0.32
H (-9.928, -19.303, 5.063)  0.27
H (-6.541, -20.770, 15.415)  0.01
H (-10.479, -15.634, 5.035)  0.31
H (-10.651, -11.159, 6.847)  0.29
H (-14.661, -16.819, 15.382)  -0.09
H (-10.408, -18.692, 20.739)  0.27
H (-5.107, -20.517, 14.352)  0.30
H (-16.486, -12.166, 9.083)  0.20
H (-18.150, -13.193, 14.756)  0.06
H (-8.183, -18.118, 21.369)  0.23
H (-11.951, -11.650, 16.641)  -0.02
H (-6.329, -24.131, 11.201)  0.28
H (-17.003, -15.682, 8.368)  0.32
H (-16.880, -12.696, 12.670)  0.56
H (-10.055, -12.484, 13.273)  -0.34
H (-16.433, -7.695, 11.790)  0.32
H (-15.551, -21.122, 18.678)  0.38
H (-13.444, -12.477, 18.857)  0.45
H (-14.235, -10.386, 11.668)  0.10
H (-9.816, -21.254, 17.580)  0.29
H (-11.619, -15.113, 6.174)  0.25
H (-13.419, -13.622, 17.565)  -0.50
H (-17.347, -19.799, 15.240)  0.34
H (-12.505, -13.587, 13.888)  -0.23
H (-11.777, -16.518, 16.816)  0.08
H (-6.709, -19.014, 21.082)  0.34
H (-8.557, -18.592, 12.741)  0.40
H (-19.105, -13.878, 15.946)  0.31
H (-11.917, -11.106, 14.921)  0.14
H (-9.790, -11.411, 11.934)  0.31
H (-15.653, -6.174, 12.035)  0.30
H (-15.777, -14.793, 9.178)  -0.07
H (-13.649, -14.734, 14.391)  -0.31
H (-12.661, -14.225, 11.293)  -0.10
H (-8.174, -17.565, 14.140)  0.10
H (-10.166, -22.997, 15.692)  0.17
H (-6.878, -22.454, 11.033)  0.30
H (-17.504, -21.629, 15.561)  0.25
H (-11.567, -5.611, 14.935)  0.26
H (-14.223, -18.156, 11.325)  0.54
H (-8.267, -19.546, 20.467)  0.30
H (-9.781, -17.655, 10.784)  0.16
H (-14.189, -17.681, 13.911)  -0.20
H (-14.413, -22.401, 18.143)  0.28
H (-11.053, -14.550, 18.136)  -0.02
H (-15.421, -11.904, 7.628)  0.38
H (-15.155, -10.400, 13.210)  0.56
H (-8.891, -18.528, 6.391)  0.32
H (-8.582, -15.167, 22.134)  0.11
H (-10.060, -23.391, 13.971)  0.34
H (-5.055, -21.856, 15.482)  0.25
H (-11.489, -7.394, 15.007)  0.12
H (-5.592, -17.076, 16.598)  0.35
H (-10.625, -17.824, 16.937)  -0.58
H (-8.551, -13.536, 15.393)  -0.15
H (-14.943, -7.736, 11.421)  0.33
H (-11.319, -10.077, 16.287)  0.39
H (-6.429, -15.810, 17.324)  0.22
H (-12.175, -14.427, 9.598)  0.45
H (-19.123, -12.096, 15.777)  0.30
H (-12.285, -10.405, 6.937)  0.35
H (-9.443, -15.070, 17.774)  -0.23
H (-15.582, -10.684, 8.915)  0.33
H (-9.967, -14.315, 6.042)  0.26
H (-17.391, -15.319, 17.556)  0.51

Cartesian forces (eV/Å) of the 3 atoms listed first:
-0.8 2.4 0.4
-0.4 3.2 -0.3
-0.7 1.8 -1.0

The HOMO energy is -9.81 eV. The calculation puts the total energy at -8383.04379 hartree. As for the molar mass: 1540.8 u. Its relative energy (zero: lowest compared OMol25 entry of this formula, charge and spin) is 87.5 kcal per mole. Its SMILES is COP(=O)(OC)OC.COP(=O)(OC)OC.COP(=O)(OC)OC.COP(=O)(OC)OC.COP(=O)(OC)OC.COP(=O)(OC)OC.COP(=O)(OC)OC.COP(=O)(OC)OC.COP(=O)(OC)OC.COP(=O)(OC)OC.COP(=O)(OC)OC. The value obtained for the lowest unoccupied orbital energy is 0.205 eV. The gap between HOMO and LUMO comes out at 10.017 eV.



Density functional theory data (ωB97M-V with the def2-TZVPD basis set) for 14 unconnected molecules or ions with the total composition C3H32N2O16 in a non-equilibrium geometry.

Last column: Mulliken charge in e.
CARTESIAN COORDINATES (ANGSTROEM)
O (-1.502, 3.676, 0.265)  -0.71
O (-3.316, -0.253, -1.682)  -0.81
O (-1.046, -0.785, -2.832)  -0.67
O (-3.336, -2.861, -1.739)  -0.71
O (2.652, -0.510, -0.414)  -0.42
O (-0.195, -3.578, -2.071)  -0.59
O (-2.412, 1.953, -2.738)  -0.55
O (1.858, 4.151, -1.944)  -0.64
O (2.021, 3.165, 1.025)  -0.60
O (-2.469, 0.776, 0.602)  -0.74
O (1.295, 0.758, 2.617)  -0.60
O (0.115, -0.293, 0.202)  0.13
O (2.456, -1.340, 3.899)  -0.69
O (-1.133, 1.955, 2.942)  -0.66
O (3.644, -2.385, 0.259)  -0.59
O (1.598, 1.333, -2.128)  -0.85
N (-1.491, -2.302, 1.045)  -0.31
N (1.665, -1.771, 1.214)  0.28
C (2.725, -1.620, 0.259)  0.28
C (0.486, -1.056, 1.108)  0.40
C (-0.695, -1.491, 1.982)  -1.01
H (-0.449, -1.016, -2.103)  0.24
H (-2.036, -2.981, 1.582)  0.25
H (-2.391, -2.867, -1.918)  0.30
H (1.298, 3.709, 0.601)  0.28
H (-2.676, 2.805, -2.378)  0.29
H (-3.132, 0.618, -0.107)  0.28
H (1.709, -2.473, 1.927)  0.30
H (-1.691, 2.719, 0.328)  0.38
H (3.305, -1.364, 3.463)  0.28
H (-0.436, -2.100, 2.868)  0.55
H (1.916, -0.590, 3.602)  0.41
H (1.853, 1.296, 2.031)  0.24
H (-1.585, 2.121, -3.195)  0.27
H (0.502, 1.337, 2.702)  0.36
H (0.702, 1.163, -2.416)  0.35
H (-3.619, -1.901, -1.808)  0.47
H (-1.609, 1.573, 2.171)  0.23
H (-1.076, -1.544, -3.420)  0.30
H (-1.886, 1.819, 3.533)  0.35
H (-1.171, -0.602, 2.403)  0.13
H (-1.633, 0.285, 0.472)  0.24
H (-2.489, -0.420, -2.247)  0.47
H (-3.773, 0.417, -2.199)  0.29
H (1.670, 0.737, -1.371)  0.49
H (2.678, 3.151, 0.311)  0.29
H (-1.139, 3.822, 1.154)  0.32
H (1.150, 4.768, -1.758)  0.31
H (-1.986, -1.654, 0.409)  0.10
H (-0.291, -4.523, -2.238)  0.29
H (3.336, -0.118, -0.960)  0.35
H (0.089, -3.637, -1.149)  0.27
H (1.542, 3.240, -1.944)  0.37

Cartesian forces (eV/Å) of the 3 atoms listed first:
0.4 -0.5 0.6
0.0 -0.2 -0.9
0.4 0.3 0.0

The HOMO energy is -9.89 eV. The calculation puts the total energy at -1446.90640 hartree. As for the molar mass: 352.3 u. Its relative energy (zero: lowest compared OMol25 entry of this formula, charge and spin) is 0.0 kcal per mole. The value obtained for the lowest unoccupied orbital energy is -0.018 eV. The gap between HOMO and LUMO comes out at 9.874 eV.



Density functional theory data (ωB97M-V with the def2-TZVPD basis set) for a gas-phase ion, C6H8NO (charge -1) in a non-equilibrium geometry.

Last column: Mulliken charge in e.
CARTESIAN COORDINATES (ANGSTROEM)
O (-2.792, 0.079, 0.448)  -0.82
N (-1.564, -0.271, 0.117)  0.37
C (-0.207, 1.739, -0.586)  -1.14
C (0.979, -1.369, 0.503)  -0.08
C (0.641, -0.226, 1.143)  -0.65
C (0.098, -1.982, -0.349)  -1.06
C (-1.222, -1.512, -0.313)  -0.11
C (-0.404, 0.703, 0.524)  -0.25
H (-1.293, 2.045, -0.790)  0.30
H (1.096, 0.171, 2.032)  0.31
H (-0.929, 1.228, 1.218)  0.44
H (0.090, 1.398, -1.627)  0.23
H (-2.038, -2.162, -0.413)  0.44
H (0.354, -2.919, -0.701)  0.34
H (1.816, -1.939, 0.776)  0.38
H (0.421, 2.636, -0.225)  0.30

Cartesian forces (eV/Å) of the 3 atoms listed first:
-0.1 0.1 -0.1
1.8 -1.4 -0.3
-0.8 0.8 -1.3

The HOMO energy is -1.66 eV. The calculation puts the total energy at -363.31741 hartree. As for the molar mass: 110.1 u. Its relative energy (zero: lowest compared OMol25 entry of this formula, charge and spin) is 0.0 kcal per mole. Its SMILES is C[C@@H]1C=CC=CN1[O-]. The value obtained for the lowest unoccupied orbital energy is 4.332 eV. Its net charge is -1. The gap between HOMO and LUMO comes out at 5.995 eV.



Density functional theory data (ωB97M-V with the def2-TZVPD basis set) for a molecular structure, C7H26BaO9 in a non-equilibrium geometry.

Last column: Mulliken charge in e.
CARTESIAN COORDINATES (ANGSTROEM)
Ba (-0.696, 0.087, 0.391)  0.88
O (0.612, 1.828, -1.154)  -0.05
O (-2.972, 1.518, 0.066)  -0.99
O (-1.522, -0.398, -2.204)  -0.11
O (0.818, -1.851, -0.786)  -0.05
O (-0.231, -0.391, 3.040)  -0.95
O (2.043, 0.167, 1.619)  -0.05
O (-0.422, 2.484, 1.875)  -0.07
O (-2.421, -2.073, 0.869)  -0.69
O (-1.786, -4.590, 2.719)  -0.94
C (2.748, 1.281, 2.093)  -0.59
C (-0.451, 3.835, 1.452)  -0.66
C (2.174, -1.615, -1.098)  -0.57
C (-0.716, -0.617, -3.352)  -0.63
C (-2.274, -3.393, 0.522)  -0.36
C (-1.441, -4.362, 1.425)  -0.04
C (0.175, 2.640, -2.220)  -0.84
H (1.574, 1.884, -1.112)  0.08
H (-0.897, -1.642, -3.704)  0.27
H (2.279, -0.598, -1.479)  0.16
H (2.186, 2.221, 2.019)  0.03
H (-0.884, 3.872, 0.455)  0.14
H (3.089, 1.111, 3.118)  0.33
H (-0.984, 0.032, -4.191)  0.35
H (1.466, -0.165, 2.368)  0.08
H (-1.391, -5.333, 0.858)  0.31
H (-2.395, 2.239, -0.208)  0.07
H (0.673, -2.804, -0.881)  0.08
H (0.336, -0.544, -3.089)  0.10
H (-0.363, -4.042, 1.357)  -0.25
H (2.818, -1.689, -0.218)  0.20
H (0.401, 3.710, -2.117)  0.31
H (2.569, -2.318, -1.837)  0.34
H (0.453, -0.704, 3.640)  0.02
H (-0.910, 2.555, -2.301)  0.28
H (-1.731, -3.441, -0.465)  -0.02
H (3.648, 1.471, 1.491)  0.27
H (-2.318, 0.087, -2.450)  0.19
H (-1.090, 4.420, 2.119)  0.31
H (0.608, 2.332, -3.182)  0.33
H (0.564, 4.253, 1.425)  0.27
H (-0.082, 2.430, 2.775)  0.17
H (-3.254, -3.890, 0.351)  0.30

Cartesian forces (eV/Å) of the 3 atoms listed first:
-2.6 -1.9 2.4
0.7 0.7 -0.5
0.6 -0.1 -0.5

The HOMO energy is 1.72 eV. The calculation puts the total energy at -984.75881 hartree. As for the molar mass: 391.6 u. The value obtained for the lowest unoccupied orbital energy is 3.504 eV. Its net charge is -2. The gap between HOMO and LUMO comes out at 1.787 eV.